Entry 1:
140
Properties=species:S:1:pos:R:3:forces:R:3 method="wB97M-V/def2-TZVPD" relative_energy_kcal_mol=0.0 lumo_energy_ev=1.78 e_homo_ev=-4.1 charge=-1 fmax_ev_per_a=1.01 orbital_gap_ev=5.90
H 0.66570 6.80166 -5.77150 0.002 0.013 0.017
C 0.63802 6.87365 -4.68029 -0.008 0.044 -0.028
C -0.92571 3.38989 2.08875 -0.067 -0.014 0.097
C 2.28686 0.17201 1.79270 0.089 0.029 -0.053
H 3.76879 -2.38558 1.19794 0.006 0.036 -0.005
N -2.25049 -0.08633 -0.91488 -0.041 -0.121 0.018
H 6.59032 2.32898 0.01643 -0.008 -0.031 -0.017
H 0.68910 -5.51716 2.38611 0.019 0.008 -0.004
C -3.96197 2.83910 2.45177 0.082 -0.039 -0.066
H 3.01620 2.76783 -1.65157 -0.026 0.012 0.018
H 5.60064 -4.07470 1.35770 0.010 0.002 0.009
H -1.37197 -2.20520 5.52042 0.012 0.007 0.007
H 4.49116 -3.24523 3.41437 0.009 -0.005 -0.002
H -1.71050 -2.33267 -3.06414 0.006 0.012 -0.015
C 4.24291 4.80260 -5.30950 0.020 -0.012 -0.010
C -2.46938 -3.96514 4.93514 0.003 -0.006 0.007
C 3.36505 3.01508 -3.96460 -0.003 -0.017 0.031
C -6.25176 3.47636 3.21579 -0.008 0.003 0.012
H -2.29673 4.96986 1.42213 -0.025 -0.004 -0.015
C -0.31661 2.99297 3.44033 -0.010 -0.028 -0.029
H -0.35490 7.18041 -4.36207 0.019 0.005 -0.012
C 2.56741 -2.53753 -1.82683 0.012 0.022 0.010
H -3.53422 -5.64249 4.14274 -0.006 -0.007 0.009
H 1.96237 -5.96419 -1.66449 -0.025 -0.015 -0.002
C -5.26645 2.44255 2.73177 -0.025 0.008 0.009
O -0.66270 -0.84697 1.87300 -0.094 0.148 0.139
H -1.88997 -2.82203 1.33902 -0.007 0.021 -0.009
C -5.14035 -1.21683 1.80700 -0.012 -0.026 -0.005
C 4.64094 -4.30327 0.87836 0.018 -0.026 -0.043
O -4.40467 0.65015 -1.33914 0.000 -0.002 -0.030
H 0.82734 2.86370 0.88858 0.007 -0.013 0.016
Sb 1.48683 -3.59647 0.76349 0.051 -0.045 0.078
C -2.78528 -4.32117 2.60675 -0.009 -0.015 0.026
H 2.63051 -2.49051 -2.92013 0.003 -0.008 -0.020
H -7.10542 3.00745 3.70594 -0.016 -0.004 0.007
H -0.67617 -6.98946 0.98529 0.000 -0.031 0.001
H 0.27887 3.80805 3.86213 0.005 0.036 0.020
H -5.09723 -1.79910 2.73164 0.004 -0.004 0.007
H 2.91441 -6.49301 1.98370 -0.015 -0.006 0.007
H 3.59017 -2.51146 -1.44152 0.033 0.001 0.012
H 5.59986 0.69270 1.29850 0.006 -0.001 0.016
C -2.07538 -3.15500 2.35219 0.023 0.017 -0.005
C -4.74556 0.21674 2.04023 -0.006 -0.009 0.033
C 3.06978 5.52722 -5.11106 -0.024 0.021 0.005
H -6.15806 -1.28111 1.41790 -0.005 -0.008 0.002
C 0.58381 0.14048 -3.85501 0.022 -0.104 0.018
C -3.39199 2.87872 -3.93039 -0.023 0.012 0.003
H 2.95666 6.49951 -5.56798 -0.002 0.008 -0.003
C -1.27098 1.72531 -3.74746 -0.007 -0.001 -0.025
C 3.64938 0.14532 2.03022 -0.032 -0.013 -0.032
C 4.38517 3.55386 -4.74173 0.024 0.019 -0.019
C 1.07546 2.38723 -1.92005 0.042 0.080 -0.015
N -0.04724 1.83344 -1.56937 0.063 -0.119 0.236
H 0.82141 -3.75774 -1.78301 -0.015 0.008 -0.002
C 4.53376 0.72417 1.12315 0.041 -0.019 -0.021
O -2.21485 -3.73406 7.21704 0.013 0.012 0.015
C -1.15793 2.14268 -2.41212 -0.069 -0.007 0.001
H -3.18038 -4.90781 1.78779 -0.004 -0.007 -0.005
H 1.63727 -0.28827 2.52574 -0.024 -0.016 0.012
H 2.77664 -2.82421 3.41645 -0.023 0.022 0.011
C 2.20326 3.73493 -3.72484 0.020 0.087 -0.072
C 2.08645 -6.72881 1.31474 0.038 -0.008 0.012
C -2.19629 2.89544 -1.86283 0.003 -0.010 0.006
C 0.20209 3.72538 1.10785 0.046 -0.056 -0.004
C -3.30029 3.27018 -2.60351 0.007 -0.025 -0.013
O 4.78369 1.98842 -0.94733 -0.129 -0.100 -0.003
H 5.03149 5.22278 -5.91843 0.019 0.009 -0.012
H 3.47901 2.02346 -3.54961 0.002 -0.009 0.013
C 2.51886 -5.05891 -1.90745 0.019 -0.040 0.020
C -1.56982 -2.38955 3.39541 0.008 0.030 0.051
N -2.67615 -4.41326 6.32347 -0.006 0.012 0.008
C 4.01534 1.34625 0.00713 -0.009 0.093 -0.042
H 0.85635 4.48324 1.54470 0.006 0.013 0.003
C 1.00653 -5.65716 1.34625 -0.025 0.036 -0.009
C -0.78150 -1.12266 3.12552 0.095 -0.160 0.076
C -5.67181 1.13687 2.52571 0.000 -0.020 -0.010
C -1.76581 -2.79758 4.70844 -0.054 -0.009 -0.079
C 3.51554 -3.50520 2.98882 0.012 -0.008 0.022
H -2.24666 4.77134 3.18870 -0.035 0.002 0.046
H -5.78752 4.16422 3.92422 0.003 0.010 0.012
C -2.38921 2.10760 -4.48646 0.020 -0.040 -0.008
H 0.23317 3.71088 -3.20072 0.004 -0.016 -0.001
C 2.06009 5.00258 -4.32730 -0.052 -0.010 0.021
O -0.35959 -1.28151 -0.89869 0.069 0.033 -0.007
H -4.25400 3.14782 -4.52646 -0.021 0.007 -0.010
N -1.68429 2.22897 1.55269 0.330 -0.138 -0.243
C 2.62492 1.40056 -0.19595 -0.026 -0.006 0.091
H -2.43868 1.77669 -5.51579 -0.003 -0.006 -0.023
C -3.60023 -1.37553 -2.40710 -0.029 0.013 -0.001
H -0.99045 -5.31569 0.52742 -0.007 0.009 0.006
H -2.41926 -3.05798 -1.62644 0.015 -0.024 0.003
H 0.20256 -0.31108 -2.94167 0.004 0.003 -0.013
H -0.90414 5.51959 2.35669 0.003 0.011 -0.010
O -0.34805 1.01733 -4.47075 -0.019 0.096 -0.007
C -3.45496 0.62223 1.78964 0.188 0.116 0.044
C -3.50763 -0.13908 -1.49789 -0.052 -0.026 0.053
N 1.11821 3.27602 -2.98393 -0.079 -0.030 0.112
C -2.98968 -4.74048 3.90983 0.027 0.053 0.001
H 1.51994 0.65589 -3.62590 -0.018 -0.032 -0.009
C 1.83786 -3.80355 -1.37967 -0.035 0.042 0.009
H -4.09773 3.82584 -2.13172 -0.026 0.020 0.014
H -2.12911 3.13823 -0.80867 0.008 0.017 0.022
H -1.11029 2.73840 4.14529 -0.021 -0.009 0.006
H -3.70858 -1.02502 -3.43411 -0.006 -0.003 -0.005
N 2.25862 2.19965 -1.30653 0.021 0.021 -0.080
C -1.53890 -1.14930 -1.28197 0.090 -0.013 -0.013
H 1.67692 -7.69579 1.62949 -0.015 -0.024 0.012
H -6.69381 0.83668 2.72902 -0.029 -0.008 0.010
C -0.22252 -6.09254 0.55119 -0.015 0.014 -0.034
H 4.44993 -5.36695 1.02845 0.010 0.030 -0.016
H 6.45157 0.76780 -0.83449 0.014 0.035 -0.020
O -0.29003 -0.50109 4.05234 -0.049 -0.067 -0.024
C -2.98787 1.95032 1.94786 -0.126 -0.080 0.071
H 2.60580 -5.01180 -2.99940 0.003 0.007 -0.020
Sc -0.55191 0.62861 0.51930 -0.287 0.761 -0.599
C 6.17939 1.82746 -0.86598 0.068 0.029 0.030
O -3.29917 -5.44476 6.50078 -0.015 -0.029 -0.001
H -4.47143 -1.69332 1.08808 0.018 -0.010 -0.015
H 0.03735 -6.32722 -0.48340 0.019 0.005 -0.044
H 2.49655 -6.86069 0.31209 0.016 -0.003 0.002
H 4.03821 -0.33418 2.92025 0.018 -0.014 0.036
C 3.54651 -3.42221 1.46473 -0.016 0.022 0.007
H -0.19949 4.11483 0.16986 -0.027 0.009 -0.017
H -2.76310 -0.12254 1.43083 -0.119 -0.109 0.068
H -4.49440 -1.94206 -2.15083 0.000 0.007 0.000
C 1.71511 0.80659 0.66850 0.066 -0.312 0.133
H 1.37300 7.61106 -4.34451 -0.023 -0.005 -0.012
H 0.31842 2.11122 3.33662 0.010 0.000 -0.004
H 3.52769 -5.17683 -1.50808 -0.043 -0.005 -0.019
H 0.78969 -0.63590 -4.59255 0.004 0.005 0.023
O 0.86755 5.61736 -4.08128 0.076 -0.105 0.039
H 5.28462 2.97667 -4.90566 0.024 -0.015 -0.007
H 6.59378 2.28635 -1.76226 0.000 -0.014 0.027
C -2.29180 -2.11818 -2.16704 -0.002 0.019 -0.002
H -3.75048 3.87762 2.60389 0.042 0.098 -0.004
H -6.63381 4.07218 2.38316 -0.006 0.009 -0.013
H 4.76742 -4.13469 -0.19155 0.009 0.003 0.021
C -1.65926 4.73415 2.27594 -0.016 -0.010 -0.033
H 2.05700 -1.63754 -1.47845 -0.008 0.028 0.007
H 3.27133 -4.51405 3.33293 -0.009 -0.026 0.001

***

Entry 2:
131
Properties=species:S:1:pos:R:3:forces:R:3 method="wB97M-V/def2-TZVPD" lumo_energy_ev=-0.66 e_homo_ev=-5.3 charge=0 fmax_ev_per_a=3.27 orbital_gap_ev=4.65
H -4.27576 -1.26101 -0.72825 0.419 0.225 -0.002
C 4.76555 2.75038 -2.42284 -0.002 0.013 -0.160
C 4.63504 0.57666 -1.11040 0.066 -0.584 0.298
H 1.06927 -4.41975 -1.89385 -0.287 0.223 0.092
C -3.74347 0.61337 0.26735 0.650 0.081 0.248
H 4.76230 -5.27624 -0.42284 -0.249 0.085 0.042
C 3.01673 -1.62944 -0.35031 0.111 0.123 -0.147
C 1.66214 1.85642 3.97782 -0.035 -0.270 -0.066
H -4.66163 1.14612 0.45735 0.333 -0.153 0.106
H 3.48810 -4.37580 -1.27699 -0.022 -0.016 0.182
H -3.56373 -0.10349 -4.24190 -0.032 -0.163 0.198
H -0.56948 4.74026 3.78480 0.002 -0.235 -0.192
H -1.93074 5.54571 -1.87270 0.100 -0.086 0.177
H -0.50715 5.29489 -0.84479 -0.163 0.074 -0.013
C -3.63525 3.82635 -0.72859 -0.126 0.119 0.298
H -5.28654 1.59355 5.24680 0.163 0.121 -0.138
C -4.38058 2.10167 4.89449 0.086 0.172 0.252
C -3.43061 -2.77476 1.59291 -0.116 0.300 0.133
H -0.86593 -1.10597 -4.62272 -0.132 -0.235 -0.150
C 3.27007 0.70820 -0.94633 -0.132 -0.085 -0.221
H 6.92448 1.69467 -3.47274 -0.018 -0.143 0.037
C 0.51606 1.05570 3.96603 -0.056 0.132 -0.234
H -1.99969 5.99232 -0.16307 0.075 0.004 0.002
C 5.55907 1.60197 -1.80233 -0.237 0.013 0.736
C 0.18107 -3.84611 -1.61813 0.078 -0.203 -0.123
H -2.85358 -5.29271 0.90309 0.190 -0.015 0.147
H -4.51912 3.16585 5.09941 0.180 -0.038 0.014
C -2.03106 -3.34612 1.42388 0.553 0.156 0.274
C 0.59341 0.94582 1.53969 -0.284 0.017 0.187
C -4.31087 0.29531 3.27061 -0.251 -0.466 -0.001
C -1.49843 2.95300 -1.63541 -0.046 -0.299 -0.567
C -1.14951 4.11104 3.11049 0.460 -0.281 0.183
H -2.38386 -1.25621 -5.52601 0.119 -0.205 0.198
H -5.04937 -0.08128 3.99732 0.259 0.066 -0.262
H -0.21557 -3.42954 2.63150 -0.201 0.227 -0.027
H -1.73696 1.89813 -1.47828 0.023 0.293 -0.154
C -1.08844 -2.77633 2.48911 0.137 0.199 0.294
H -3.34922 -0.18465 3.49640 -0.214 0.002 -0.131
C 1.72917 1.76428 1.56434 0.063 0.242 0.043
C -1.75032 3.41618 0.88391 0.442 -0.305 0.032
H 5.28459 -3.18206 -2.66854 0.126 -0.041 0.059
C 6.37656 0.92493 -2.91525 -0.189 -0.105 0.091
H 0.24144 -4.45629 0.46106 -0.304 0.169 -0.433
H 7.19699 2.92006 -1.28164 -0.054 0.027 0.075
H -5.36696 3.58248 2.92579 -0.016 -0.185 -0.098
C -2.54498 -1.80401 -3.43446 0.732 0.186 -0.118
H 3.21173 2.77611 2.75158 -0.418 -0.141 0.053
H 3.58126 -4.32901 0.52167 0.025 -0.053 -0.198
H -3.87445 -3.14587 2.52829 0.181 0.048 -0.229
H 4.26050 3.35864 -1.65900 0.031 -0.124 -0.173
C -0.01520 0.60640 2.74631 0.270 0.153 0.083
H 5.46318 3.40022 -2.96918 -0.185 -0.036 0.137
H 5.70465 0.39780 -3.60221 0.163 0.028 0.004
H -0.40729 3.06955 -1.69727 -0.266 -0.072 0.011
H -4.10521 4.45136 0.04107 -0.021 -0.092 -0.149
H -0.00026 0.79785 4.89763 0.264 0.132 -0.341
H -4.36357 -2.77734 -2.74769 0.047 -0.090 -0.066
H 0.47441 -1.35210 -0.59421 0.575 0.248 0.023
C -1.60986 -2.33282 -2.28026 0.219 0.170 -0.366
H -3.33077 -3.81522 -3.75615 -0.076 0.145 0.026
C 2.29159 2.18449 2.76968 -0.350 -0.109 -0.023
H 2.35641 -2.46787 -0.09590 0.246 0.131 -0.320
H 5.55787 -3.11697 1.62609 0.059 -0.067 0.013
H -0.71449 -1.79159 2.18017 -0.071 -0.351 0.175
F -0.59041 0.12639 -2.56012 0.485 0.161 0.113
C -2.12345 3.27044 3.64291 -0.349 0.323 -0.405
H -1.46944 -2.71529 -5.12919 -0.002 0.203 0.037
H 2.15588 2.12452 0.62658 -0.065 -0.288 0.440
H -1.22816 -5.39183 1.64235 -0.290 0.086 -0.020
F 1.25411 1.23506 -2.48528 -0.902 -0.729 0.036
C -2.85945 2.40082 2.82397 0.278 -0.250 0.182
C 0.00623 0.55866 0.16521 -1.328 2.063 1.905
C -2.36493 2.28675 1.47983 -0.232 1.061 0.720
C -0.57655 -3.22048 -2.61048 -0.172 -0.357 0.186
C 0.70382 0.02780 -2.14617 0.842 -0.153 -1.066
H -0.04905 1.53197 -0.34054 0.080 -0.061 0.049
F 1.28169 -0.90619 -2.96405 -0.620 0.894 0.734
H 6.74380 -2.57333 -1.83398 -0.227 -0.099 0.008
H 6.37876 -4.31610 -1.83176 0.001 0.102 -0.059
H 2.05703 2.23348 4.92566 -0.086 -0.220 -0.334
H 2.83390 1.68101 -1.17371 0.178 -0.349 -0.089
C 6.09723 -3.25387 0.68360 0.204 -0.091 0.173
H -0.93950 0.02553 2.73039 0.303 0.178 0.195
H -4.08767 -3.08438 0.77371 0.032 0.087 0.046
O 6.46853 -0.66300 -0.25544 -0.269 -0.002 -0.674
C 4.16232 -4.35567 -0.41026 0.011 -0.099 -0.063
C -1.73713 -2.07370 -0.89606 0.265 -0.832 -0.314
C -4.20410 1.81309 3.39924 0.600 -0.299 0.022
H -6.33470 2.10663 3.11292 0.205 0.041 -0.069
C -3.15854 -0.41941 -3.27186 -0.288 0.437 -0.166
H -5.40201 2.38209 1.62960 -0.019 0.087 0.169
C -1.50775 0.22157 0.23352 -0.399 0.128 -0.405
C -5.39134 2.50561 2.71602 -0.040 0.208 -0.161
C -2.18695 -4.85967 1.66143 0.070 -0.192 -0.238
C -3.69553 -2.79092 -3.61695 -0.127 -0.402 0.127
H -4.28857 -2.51262 -4.49922 0.151 -0.028 0.191
C -1.37748 -3.07525 0.04911 0.579 0.288 0.251
H -3.98364 -0.39242 -2.56522 0.053 0.074 -0.162
N -2.48678 1.08149 0.70155 -1.288 -0.928 -1.158
H -3.41272 -1.68839 1.67078 -0.103 -0.126 -0.033
C -0.96360 4.20376 1.73578 -0.562 0.254 0.135
C 2.42113 -0.36441 -0.55078 -0.257 -0.013 0.789
C -1.60132 5.25758 -0.86665 -0.011 0.244 0.151
H 7.16429 1.38199 -0.36990 -0.201 0.281 -0.053
H 6.84337 -2.45953 0.59263 -0.237 -0.297 0.124
H -2.40949 0.31444 -3.00668 -0.394 0.143 0.057
C -3.54851 -0.54297 -0.36714 0.421 0.135 -0.080
H -4.03313 2.80873 -0.63610 0.081 0.341 -0.138
H 7.09210 0.21788 -2.48301 -0.191 0.061 -0.122
C 5.24990 -0.63668 -0.57428 0.013 0.037 -0.057
C 0.85702 -0.31918 -0.66549 2.029 -1.573 -2.030
C -0.26103 -3.84310 -0.29648 -0.370 -0.331 -0.491
H -4.67113 -0.01353 2.28585 0.243 -0.089 0.273
H -1.60305 -2.66454 3.45541 0.159 -0.084 -0.160
H -1.91874 3.21360 -2.62212 0.210 0.006 0.296
C 6.54852 2.18725 -0.78459 0.218 0.053 0.083
N -2.16553 -0.77372 -0.44165 -2.237 0.173 1.301
H 6.01613 2.68524 0.03581 0.074 -0.030 -0.102
H -2.30217 3.27962 4.71815 -0.107 0.192 -0.426
C 5.12141 -3.17614 -0.49576 -0.130 0.550 0.431
C -1.75934 -1.72791 -4.75483 0.249 -0.017 -0.168
H -3.54675 1.72094 5.48835 -0.030 0.027 0.007
C 5.93643 -3.31314 -1.79634 -0.147 0.127 0.014
H 6.59818 -4.22671 0.69527 -0.035 -0.101 0.057
H -3.91804 4.21495 -1.71832 0.133 -0.106 0.278
H -0.32878 -3.40451 -3.65594 -0.063 0.079 0.420
C -2.10715 3.85104 -0.56234 0.692 -0.566 -0.410
C 4.38691 -1.81707 -0.45882 0.379 0.244 -0.120
H -0.21739 4.89085 1.33098 -0.568 0.054 0.073
H 4.02768 2.37220 -3.14256 0.019 0.123 0.143
H -2.64914 -5.02448 2.64703 0.196 0.088 -0.265